# C33H42CoN4OS2SiTe

A structure of composition C33H42CoN4OS2SiTe at a distorted geometry (wB97M-V/def2-TZVPD, OMol25).

Last column: Mulliken spin population.
Atoms and positions in Å:
1 Co 0.230 -0.982 -0.949  2.52
2 C -1.407 -7.203 -0.494  0.00
3 C -2.047 -5.809 -0.636  0.00
4 N -1.165 -4.765 -0.099  0.00
5 C -0.968 -4.761 1.400  0.00
6 C 0.269 -5.463 1.939  0.00
7 C -0.473 -3.874 -0.835  0.01
8 C -0.587 -4.048 -2.318  0.01
9 N 0.326 -2.908 -0.423  0.04
10 H -2.029 -7.969 -0.875  0.00
11 H -1.236 -7.464 0.576  0.00
12 H -0.411 -7.314 -0.987  0.00
13 H -2.929 -5.715 0.000  0.00
14 H -2.354 -5.580 -1.613  0.00
15 H -1.854 -5.269 1.805  0.00
16 H -1.094 -3.722 1.687  0.00
17 H 0.759 -6.036 1.105  0.00
18 H -0.022 -6.132 2.824  0.00
19 H 0.910 -4.599 2.269  0.00
20 H -0.238 -5.011 -2.654  0.00
21 H -0.055 -3.172 -2.830  -0.01
22 H -1.669 -4.003 -2.545  0.00
23 H 0.382 -2.801 0.593  0.00
24 Te -1.196 -0.320 -2.851  0.06
25 C -1.203 1.797 -3.013  0.00
26 C -2.474 2.401 -3.019  0.00
27 C -2.440 3.803 -2.850  0.00
28 C -1.176 4.314 -2.664  0.00
29 S 0.063 3.064 -2.885  0.00
30 H -3.300 1.748 -3.276  0.00
31 H -3.368 4.412 -2.718  0.00
32 H -0.969 5.330 -2.442  0.00
33 C 4.230 3.350 -1.522  0.01
34 C 4.366 2.424 -2.593  0.00
35 C 3.744 1.174 -2.458  0.01
36 C 3.084 0.847 -1.302  0.01
37 C 2.987 1.732 -0.238  0.00
38 C 3.575 3.013 -0.370  -0.01
39 Si 2.454 -0.924 -1.193  0.16
40 C 3.608 -1.598 0.178  0.01
41 C 4.390 -2.707 -0.168  0.02
42 C 5.315 -3.298 0.687  0.00
43 C 5.379 -2.790 1.989  0.01
44 C 4.560 -1.730 2.398  -0.01
45 C 3.681 -1.081 1.517  0.02
46 H 4.680 4.333 -1.751  0.00
47 H 4.717 2.776 -3.574  0.00
48 H 3.758 0.559 -3.299  0.00
49 H 2.280 1.481 0.549  0.01
50 H 3.505 3.742 0.452  0.00
51 H 3.012 -1.635 -2.399  0.01
52 H 4.285 -3.086 -1.213  0.00
53 H 5.938 -4.123 0.365  0.00
54 H 6.098 -3.278 2.682  0.00
55 H 4.676 -1.319 3.405  0.00
56 H 2.942 -0.337 1.852  0.00
57 C -6.031 1.899 0.146  0.00
58 C -4.949 1.127 0.931  0.00
59 C -3.697 1.288 0.031  0.00
60 N -2.560 0.448 0.382  0.03
61 C -1.418 0.897 0.771  0.04
62 S -0.106 -0.198 1.151  0.03
63 N -1.047 2.269 0.709  0.00
64 C -1.468 3.076 1.795  0.00
65 O -2.403 2.777 2.531  0.00
66 C -0.700 4.325 1.943  0.00
67 C 0.451 4.699 1.257  0.00
68 C 1.052 5.898 1.559  0.00
69 C 0.426 6.860 2.396  0.00
70 C -0.811 6.533 2.976  0.00
71 C -1.336 5.269 2.769  0.00
72 H -6.941 1.766 0.637  0.00
73 H -6.109 1.551 -0.906  0.00
74 H -5.826 2.989 0.097  0.00
75 H -5.122 -0.005 0.986  0.00
76 H -4.782 1.482 1.952  0.00
77 H -3.451 2.344 -0.032  0.00
78 H -4.134 1.077 -1.031  0.00
79 H -2.582 -0.566 0.220  0.01
80 H -0.142 2.471 0.300  0.00
81 H 0.868 4.072 0.443  0.00
82 H 2.026 6.142 1.152  0.00
83 H 0.873 7.785 2.673  0.00
84 H -1.308 7.199 3.712  0.00
85 H -2.309 5.045 3.236  0.00

The calculation puts the gap between HOMO and LUMO (alpha / beta) at 5.9676 / 6.9937 eV. The spin multiplicity is 4. The calculation puts the LUMO energy (alpha / beta) at 0.0 / 0.0 eV. The calculation puts the total energy at -4313.5122 a.u.